Below is a 4-piece molecular cluster, C37H47Cl2F5N2O13P2S5 overall in a non-equilibrium geometry, with properties calculated with ωB97M-V/def2-TZVPD.

Last column: Löwdin charge in e.
Geometry (Å):
O: -1.124 -3.058 -3.419  0.08
C: -0.657 -2.747 -2.356  -0.33
O: -1.208 -1.795 -1.535  -0.04
C: -0.762 -2.060 -0.183  -0.15
C: -1.724 -1.482 0.907  -0.08
C: -2.754 -0.499 0.315  -0.04
C: -2.701 0.897 0.489  0.01
C: -1.522 1.483 1.278  -0.38
F: -1.630 1.012 2.582  0.07
F: -1.511 2.854 1.393  0.08
C: -0.137 1.121 0.683  -0.12
C: 0.895 0.516 1.421  0.00
C: 2.100 0.223 0.732  -0.03
C: 2.259 0.558 -0.623  0.00
C: 1.213 1.168 -1.373  -0.08
C: 1.411 1.479 -2.854  -0.54
F: 2.684 1.865 -3.101  0.13
F: 1.137 0.400 -3.631  0.13
F: 0.539 2.455 -3.228  0.12
C: 0.025 1.454 -0.682  0.05
C: -3.786 1.676 -0.104  -0.12
C: -3.851 3.200 0.080  -0.17
C: -2.993 3.961 -1.001  -0.17
C: -3.480 5.461 -1.016  -0.22
C: -4.812 5.643 -1.789  -0.28
S: -5.363 7.387 -1.820  0.34
O: -6.796 7.327 -2.007  -0.37
O: -5.065 8.051 -0.577  -0.33
Cl: -4.609 8.328 -3.488  0.36
C: -4.806 1.080 -0.860  -0.25
P: -6.151 2.071 -1.669  0.41
S: -7.440 2.813 -0.416  0.15
C: -4.847 -0.365 -1.054  -0.19
N: -5.871 -0.868 -1.819  0.09
C: -5.767 -2.191 -1.900  -0.36
P: -7.051 -3.078 -2.950  0.61
O: -6.127 -3.728 -4.175  -0.34
Cl: -8.277 -1.614 -3.798  0.20
C: -4.762 -3.024 -1.253  -0.23
C: -4.790 -4.560 -1.391  -0.04
C: -6.018 -5.226 -0.689  -0.49
O: -6.258 -6.379 -0.936  0.12
O: -6.792 -4.487 0.198  0.05
N: -3.799 -2.495 -0.526  0.21
C: -3.823 -1.125 -0.436  -0.13
H: 0.263 -3.258 -1.974  0.16
H: 0.239 -1.594 -0.055  0.11
H: -0.609 -3.136 0.036  0.10
H: -2.321 -2.305 1.343  0.10
H: -1.094 -1.032 1.681  0.09
H: 0.746 0.254 2.476  0.13
H: 2.954 -0.264 1.218  0.11
H: 3.200 0.361 -1.153  0.11
H: -0.795 1.951 -1.224  0.13
H: -4.876 3.609 -0.037  0.04
H: -3.557 3.522 1.097  0.13
H: -1.910 3.880 -0.814  0.10
H: -3.232 3.573 -2.017  0.11
H: -3.571 5.775 0.045  0.12
H: -2.708 6.129 -1.455  0.12
H: -4.752 5.224 -2.815  0.10
H: -5.667 5.113 -1.312  0.07
H: -5.438 3.113 -2.330  -0.03
H: -6.718 1.301 -2.711  -0.02
H: -5.429 -3.105 -4.445  0.07
H: -4.760 -4.874 -2.446  0.11
H: -3.861 -4.919 -0.905  0.13
H: -7.406 -3.948 -0.329  0.08
O: -2.075 -4.764 1.844  -0.32
S: -0.798 -4.817 2.514  0.66
O: 0.004 -3.635 2.720  -0.32
C: -1.010 -5.658 4.076  -0.23
C: -0.798 -7.131 3.743  -0.22
C: 0.409 -7.176 2.799  -0.21
C: 0.203 -6.088 1.739  -0.22
H: -1.998 -5.445 4.478  0.11
H: -0.240 -5.293 4.756  0.11
H: -0.631 -7.723 4.642  0.12
H: -1.679 -7.530 3.234  0.12
H: 1.321 -6.970 3.365  0.12
H: 0.525 -8.156 2.338  0.12
H: 1.147 -5.654 1.416  0.10
H: -0.345 -6.468 0.877  0.11
O: 5.596 -0.663 0.669  -0.32
S: 6.900 -0.351 0.138  0.66
O: 7.981 0.096 0.983  -0.33
C: 7.461 -1.736 -0.843  -0.23
C: 6.920 -1.452 -2.240  -0.22
C: 7.160 0.042 -2.484  -0.21
C: 6.701 0.794 -1.229  -0.22
H: 7.089 -2.666 -0.417  0.11
H: 8.552 -1.729 -0.834  0.11
H: 7.411 -2.070 -2.992  0.12
H: 5.848 -1.665 -2.276  0.12
H: 8.226 0.217 -2.649  0.12
H: 6.631 0.397 -3.369  0.12
H: 7.302 1.680 -1.044  0.10
H: 5.648 1.067 -1.287  0.09
O: 4.654 2.596 2.505  -0.32
S: 5.678 3.385 1.868  0.66
O: 5.796 3.467 0.430  -0.33
C: 5.623 5.039 2.544  -0.23
C: 6.545 4.981 3.757  -0.22
C: 7.773 4.180 3.309  -0.21
C: 7.267 2.936 2.569  -0.22
H: 4.597 5.301 2.795  0.11
H: 6.011 5.721 1.787  0.11
H: 6.815 5.979 4.101  0.11
H: 6.047 4.462 4.580  0.12
H: 8.378 4.790 2.632  0.12
H: 8.405 3.904 4.153  0.11
H: 7.941 2.638 1.769  0.09
H: 7.109 2.101 3.249  0.11

Computed properties:
SMILES   O=COCCc1c(C(F)(F)c2cccc(C(F)(F)F)c2)c(CCCCS(=O)(=O)Cl)c([PH2]=S)c2nc(P(O)Cl)c(CC(=O)O)nc12.O=S1(=O)CCCC1.O=S1(=O)CCCC1.O=S1(=O)CCCC1
Highest occupied orbital energy   -8.62 eV
Total charge   0